No. 1
This record from the OMol25 dataset describes C44H63Cl5GeN2O4Sc as an isolated structure. The level of theory is ωB97M-V with the def2-TZVPD basis set.

Total charge = 0
HOMO energy (alpha / beta) = -7.080 / -8.394 eV
2S+1 = 2

Cartesian coordinates (Å):
Sc1 -0.302 0.198 0.521
C1 -0.821 -2.245 4.211
C2 0.185 -1.641 3.240
C3 0.888 -0.463 3.882
C4 1.192 -2.697 2.805
O1 -0.484 -1.141 2.058
Ge1 -2.263 -1.854 1.494
O2 -2.321 -0.204 0.452
C5 -3.583 0.237 -0.114
C6 -3.430 1.722 -0.384
C7 -3.828 -0.537 -1.401
C8 -4.725 0.005 0.868
O3 -1.414 -2.614 0.057
C9 -1.491 -4.009 -0.263
C10 -1.708 -4.875 0.979
C11 -0.163 -4.373 -0.903
C12 -2.654 -4.221 -1.226
H1 -0.299 -2.528 5.127
H2 -1.291 -3.144 3.806
H3 -1.601 -1.529 4.471
H4 1.583 -0.806 4.650
H5 0.174 0.227 4.333
H6 1.461 0.074 3.129
H7 1.691 -3.125 3.676
H8 1.952 -2.260 2.160
H9 0.694 -3.501 2.261
H10 -2.526 1.901 -0.964
H11 -3.366 2.283 0.551
H12 -4.281 2.093 -0.958
H13 -3.008 -0.386 -2.102
H14 -4.752 -0.198 -1.873
H15 -3.916 -1.606 -1.196
H16 -4.518 0.477 1.828
H17 -4.917 -1.056 1.032
H18 -5.634 0.445 0.455
H19 -0.915 -4.717 1.713
H20 -1.704 -5.931 0.703
H21 -2.668 -4.662 1.454
H22 0.640 -4.153 -0.203
H23 0.003 -3.784 -1.806
H24 -0.122 -5.434 -1.163
H25 -3.602 -4.012 -0.723
H26 -2.684 -5.251 -1.589
H27 -2.564 -3.551 -2.077
Cl1 -3.236 6.386 4.113
C13 -2.408 5.098 3.327
C14 -1.450 5.363 2.352
Cl2 -1.085 6.994 1.942
C15 -0.789 4.322 1.709
Cl3 0.428 4.696 0.550
C16 -1.078 2.970 1.993
O4 -0.499 1.990 1.347
C17 -2.014 2.737 3.014
Cl4 -2.330 1.107 3.480
C18 -2.675 3.776 3.662
Cl5 -3.834 3.426 4.886
C19 3.223 1.957 4.161
C20 3.601 1.910 2.668
C21 2.681 2.836 1.900
C22 3.811 0.492 2.120
C23 4.886 -0.157 2.739
C24 5.362 -1.377 2.320
C25 4.796 -1.961 1.201
C26 3.726 -1.368 0.547
C27 3.261 -1.993 -0.757
C28 3.399 -3.516 -0.781
C29 4.093 -1.411 -1.908
C30 3.176 -0.163 1.048
N1 1.992 0.328 0.374
C31 2.239 1.076 -0.698
C32 1.274 1.341 -1.677
N2 0.037 0.839 -1.632
C33 -0.739 1.067 -2.823
C34 -1.027 -0.023 -3.669
C35 -1.753 0.207 -4.832
C36 -2.185 1.476 -5.177
C37 -1.886 2.538 -4.349
C38 -1.169 2.359 -3.168
C39 -0.860 3.582 -2.327
C40 0.278 4.399 -2.948
C41 -2.065 4.507 -2.129
C42 -0.523 -1.422 -3.360
C43 -1.221 -2.503 -4.182
C44 0.984 -1.525 -3.606
H28 2.141 2.020 4.285
H29 3.652 2.846 4.625
H30 3.573 1.086 4.714
H31 4.604 2.344 2.594
H32 3.013 3.002 0.875
H33 2.660 3.807 2.398
H34 1.664 2.457 1.865
H35 5.376 0.346 3.565
H36 6.195 -1.847 2.827
H37 5.204 -2.889 0.823
H38 2.210 -1.738 -0.918
H39 4.442 -3.817 -0.896
H40 2.853 -3.924 -1.633
H41 3.013 -3.980 0.128
H42 5.155 -1.563 -1.702
H43 3.928 -0.341 -2.038
H44 3.855 -1.908 -2.850
H45 3.243 1.453 -0.872
H46 1.593 1.896 -2.554
H47 -1.986 -0.617 -5.490
H48 -2.749 1.632 -6.088
H49 -2.216 3.533 -4.619
H50 -0.542 3.235 -1.347
H51 -0.037 4.811 -3.910
H52 1.175 3.804 -3.127
H53 0.545 5.235 -2.298
H54 -2.372 4.971 -3.068
H55 -1.796 5.315 -1.445
H56 -2.927 3.987 -1.715
H57 -0.719 -1.619 -2.299
H58 -0.946 -2.432 -5.237
H59 -2.309 -2.445 -4.111
H60 -0.911 -3.491 -3.840
H61 1.208 -1.288 -4.649
H62 1.329 -2.544 -3.412
H63 1.555 -0.849 -2.973



No. 2
This record from the OMol25 dataset describes an isolated ion of composition C4H2N5S2 and charge -1. The level of theory is ωB97M-V with the def2-TZVPD basis set.

Total charge = -1
HOMO energy = -4.800 eV
2S+1 = 1

Cartesian coordinates (Å):
C1 -2.531 -0.444 0.164
C2 -1.421 0.001 -0.373
C3 2.068 0.252 -0.006
C4 -2.911 -2.876 0.553
N1 3.616 1.672 0.284
N2 -2.745 -1.765 0.172
N3 3.361 0.333 0.205
N4 1.467 1.475 0.024
N5 2.442 2.304 0.145
S1 -0.256 -0.877 -1.505
S2 1.131 -1.210 -0.016
H1 -3.139 0.186 0.846
H2 -1.083 0.947 -0.492



No. 3
This record from the OMol25 dataset describes a single C6H5ClS molecule. The level of theory is ωB97M-V with the def2-TZVPD basis set.

SMILES = ClC1=CC=C[C@@H]2S[C@H]12
Total charge = 0
HOMO energy = -8.528 eV
2S+1 = 1

Cartesian coordinates (Å):
Cl1 -3.084 -0.574 -0.167
C1 -1.414 -0.411 0.032
C2 -0.592 -1.247 0.666
C3 0.831 -1.045 0.701
C4 1.450 -0.022 0.092
C5 0.745 1.048 -0.594
S1 -0.181 2.251 0.451
C6 -0.728 0.999 -0.692
H1 -1.000 -2.126 1.143
H2 1.420 -1.799 1.201
H3 2.528 0.053 0.111
H4 1.297 1.555 -1.379
H5 -1.272 1.319 -1.566



No. 4
This record from the OMol25 dataset describes C26H22FI2IrN4O4 as an isolated structure. The level of theory is ωB97M-V with the def2-TZVPD basis set.

Total charge = +2
HOMO energy (alpha / beta) = -12.417 / -12.480 eV
2S+1 = 1

Cartesian coordinates (Å):
Ir1 0.449 0.450 -4.114
I1 3.900 0.392 -7.900
C1 3.207 1.941 -6.727
C2 3.647 3.272 -6.954
C3 3.209 4.324 -6.197
I2 3.928 6.230 -6.604
C4 2.276 4.108 -5.137
C5 1.747 5.073 -4.261
C6 0.855 4.693 -3.286
C7 0.478 3.353 -3.168
N1 0.961 2.423 -3.973
C8 1.845 2.791 -4.943
C9 2.299 1.721 -5.730
O1 1.790 0.506 -5.396
H1 4.353 3.445 -7.754
H2 2.041 6.109 -4.363
H3 0.430 5.420 -2.610
H4 -0.237 3.022 -2.426
F1 0.114 2.023 2.430
C10 -0.188 0.837 1.876
C11 -0.165 0.735 0.518
C12 -0.418 -0.496 -0.101
C13 -0.358 -0.626 -1.540
O2 -0.132 0.449 -2.222
C14 -0.564 -1.897 -2.079
C15 -0.846 -2.943 -1.224
N2 -0.940 -2.833 0.098
C16 -1.237 -4.013 0.899
C17 -2.572 -4.110 1.578
C18 -2.257 -4.986 0.404
C19 -0.701 -1.606 0.706
C20 -0.745 -1.472 2.099
C21 -0.484 -0.260 2.713
N3 -0.532 -0.169 4.118
C22 -0.654 1.122 4.792
C23 -0.957 0.870 6.277
N4 -1.601 -0.479 6.416
C24 -0.622 -1.582 6.089
C25 0.243 -1.113 4.914
C26 -0.568 -2.254 -3.541
O3 -0.715 -3.398 -3.878
O4 -0.478 -1.248 -4.389
H5 0.085 1.601 -0.077
H6 -1.009 -3.923 -1.652
H7 -0.362 -4.401 1.406
H8 -3.271 -3.301 1.407
H9 -2.607 -4.550 2.564
H10 -2.769 -4.769 -0.523
H11 -2.053 -6.034 0.569
H12 -1.009 -2.326 2.705
H13 -1.464 1.686 4.334
H14 0.253 1.729 4.737
H15 -1.631 1.619 6.684
H16 -0.059 0.842 6.890
H17 -2.384 -0.534 5.763
H18 -1.978 -0.607 7.356
H19 -1.211 -2.464 5.850
H20 -0.036 -1.775 6.985
H21 0.537 -1.972 4.318
H22 1.165 -0.646 5.278



No. 5
This record from the OMol25 dataset describes a single C4H10N4 molecule. The level of theory is ωB97M-V with the def2-TZVPD basis set.

SMILES = [H]/N=C/[C@@](C)(N)C1NN1
Total charge = 0
HOMO energy = -9.203 eV
2S+1 = 1

Cartesian coordinates (Å):
H1 1.965 -2.247 -0.810
N1 1.065 -1.800 -0.655
C1 1.111 -0.559 -0.434
C2 -0.196 0.255 -0.353
C3 0.073 1.744 -0.598
N2 -1.196 -0.330 -1.226
C4 -0.646 0.022 1.086
N3 -0.733 -1.301 1.586
N4 0.438 -0.507 1.903
H2 2.019 0.055 -0.398
H3 0.471 1.891 -1.601
H4 -0.850 2.316 -0.499
H5 0.792 2.128 0.124
H6 -2.055 0.206 -1.203
H7 -0.844 -0.393 -2.175
H8 -1.345 0.744 1.502
H9 -0.476 -1.984 0.864
H10 0.405 -0.241 2.887



No. 6
This record from the OMol25 dataset describes C19H22NO6P2Pt as an isolated structure. The level of theory is ωB97M-V with the def2-TZVPD basis set.

Total charge = +1
HOMO energy (alpha / beta) = -10.154 / -12.690 eV
2S+1 = 5

Cartesian coordinates (Å):
Pt1 0.452 -0.052 -0.302
O1 5.159 3.343 -2.631
C1 4.169 2.650 -2.065
C2 4.111 2.371 -0.699
C3 3.037 1.644 -0.233
N1 2.087 1.210 -1.047
C4 2.114 1.486 -2.348
C5 3.142 2.201 -2.908
C6 0.924 0.971 -3.136
O2 0.853 1.111 -4.326
O3 0.010 0.393 -2.385
C7 2.816 1.283 1.227
O4 3.665 1.525 2.051
O5 1.674 0.707 1.449
H1 5.818 3.616 -1.980
H2 4.866 2.705 0.002
H3 3.152 2.414 -3.968
C8 -2.571 -1.188 -2.134
P1 -1.474 -1.617 -0.758
C9 -1.064 -3.359 -1.039
C10 -2.446 -1.518 0.773
C11 -3.239 -2.559 1.239
C12 -3.926 -2.435 2.438
C13 -3.825 -1.267 3.181
C14 -3.044 -0.215 2.725
C15 -2.356 -0.327 1.521
P2 -1.307 1.017 0.902
C16 -2.283 2.067 -0.205
C17 -0.868 2.073 2.299
H4 -3.338 -1.958 -2.237
H5 -1.984 -1.121 -3.049
H6 -3.063 -0.236 -1.961
H7 -1.945 -3.998 -0.978
H8 -0.326 -3.697 -0.314
H9 -0.653 -3.444 -2.046
H10 -3.319 -3.482 0.679
H11 -4.534 -3.254 2.797
H12 -4.350 -1.175 4.122
H13 -2.973 0.686 3.319
H14 -3.241 2.332 0.243
H15 -2.442 1.576 -1.160
H16 -1.711 2.977 -0.394
H17 -1.749 2.560 2.720
H18 -0.182 2.839 1.938
H19 -0.348 1.489 3.056
C18 3.201 -2.001 0.786
C19 1.710 -1.874 0.862
O6 0.943 -2.386 1.597
H20 3.471 -3.052 0.900
H21 3.606 -1.432 1.627
H22 3.581 -1.599 -0.148



No. 7
This record from the OMol25 dataset describes a single C6H13N molecule. The level of theory is ωB97M-V with the def2-TZVPD basis set.

SMILES = CCC/C=C/NC
Total charge = 0
HOMO energy = -7.198 eV
2S+1 = 1

Cartesian coordinates (Å):
C1 2.782 -0.060 0.535
C2 2.109 1.176 0.008
C3 0.953 0.864 -0.985
C4 -0.081 -0.070 -0.455
C5 -1.410 -0.039 -0.732
N1 -2.407 -0.515 0.080
C6 -2.147 -1.181 1.342
H1 3.131 -0.676 -0.302
H2 2.119 -0.771 1.039
H3 3.524 0.088 1.321
H4 1.674 1.884 0.718
H5 2.824 1.740 -0.594
H6 0.456 1.772 -1.336
H7 1.485 0.523 -1.892
H8 0.274 -1.050 -0.135
H9 -1.672 0.627 -1.559
H10 -3.314 -0.563 -0.346
H11 -1.118 -1.504 1.399
H12 -2.401 -0.491 2.141
H13 -2.775 -2.057 1.444



No. 8
This record from the OMol25 dataset describes a 2-piece molecular cluster, C2H4N2 overall. The level of theory is ωB97M-V with the def2-TZVPD basis set.

Total charge = +2
HOMO energy = -25.451 eV
2S+1 = 1

Cartesian coordinates (Å):
C1 1.322 0.073 0.389
C2 -2.186 0.069 0.309
N1 2.278 0.040 -0.288
N2 -1.234 0.031 -0.336
H1 0.506 -0.071 1.003
H2 -3.080 0.048 0.948
H3 3.054 -0.007 -0.902
H4 -0.659 -0.184 -1.122



No. 9
This record from the OMol25 dataset describes C38H34MnN2O2P2S as an isolated structure. The level of theory is ωB97M-V with the def2-TZVPD basis set.

Total charge = +3
HOMO energy (alpha / beta) = -16.307 / -16.675 eV
2S+1 = 5

Cartesian coordinates (Å):
Mn1 0.503 -0.030 0.912
O1 2.957 -0.884 -1.426
S1 1.503 -0.619 -1.364
C1 1.041 0.709 -2.439
C2 1.644 0.787 -3.690
C3 1.205 1.745 -4.587
C4 0.166 2.603 -4.238
C5 -0.398 2.546 -2.974
C6 0.045 1.603 -2.045
P1 -0.541 1.812 -0.333
C7 -2.331 1.741 -0.367
C8 -2.916 0.937 -1.352
C9 -4.294 0.865 -1.460
C10 -5.098 1.583 -0.580
C11 -4.523 2.354 0.419
C12 -3.142 2.432 0.535
C13 0.136 3.409 0.134
C14 -0.655 4.553 0.269
C15 -0.054 5.781 0.504
C16 1.325 5.881 0.593
C17 2.117 4.749 0.426
C18 1.529 3.519 0.198
C19 0.551 -1.958 -2.043
C20 0.905 -2.518 -3.257
C21 0.117 -3.538 -3.784
C22 -1.005 -3.980 -3.102
C23 -1.343 -3.437 -1.866
C24 -0.555 -2.428 -1.318
P2 -0.830 -1.909 0.382
C25 -2.302 -2.588 1.090
C26 -2.218 -3.584 2.071
C27 -3.384 -4.151 2.556
C28 -4.618 -3.730 2.076
C29 -4.700 -2.735 1.107
C30 -3.546 -2.155 0.613
C31 0.630 -2.482 1.289
C32 0.855 -1.938 2.567
C33 1.940 -2.353 3.330
C34 2.788 -3.324 2.823
C35 2.571 -3.872 1.556
C36 1.513 -3.448 0.777
H1 2.457 0.120 -3.948
H2 1.669 1.825 -5.561
H3 -0.187 3.338 -4.949
H4 -1.167 3.258 -2.700
H5 -2.302 0.404 -2.071
H6 -4.744 0.266 -2.241
H7 -6.175 1.539 -0.675
H8 -5.148 2.904 1.109
H9 -2.716 3.001 1.349
H10 -1.727 4.511 0.159
H11 -0.671 6.663 0.606
H12 1.787 6.842 0.771
H13 3.195 4.832 0.456
H14 2.161 2.657 0.026
H15 1.785 -2.179 -3.787
H16 0.383 -3.983 -4.733
H17 -1.613 -4.771 -3.521
H18 -2.197 -3.820 -1.323
H19 -1.262 -3.925 2.444
H20 -3.330 -4.928 3.306
H21 -5.523 -4.180 2.461
H22 -5.666 -2.412 0.742
H23 -3.614 -1.370 -0.129
H24 0.126 -1.259 3.021
H25 2.099 -1.943 4.318
H26 3.620 -3.674 3.419
H27 3.232 -4.646 1.188
H28 1.355 -3.879 -0.202
C37 5.066 1.706 3.426
N1 3.684 1.506 2.988
C38 3.320 0.882 1.882
N2 4.209 0.399 1.018
O2 2.063 0.753 1.628
H29 5.061 1.867 4.500
H30 5.517 2.568 2.936
H31 5.655 0.811 3.230
H32 2.936 1.923 3.519
H33 5.199 0.537 1.141
H34 3.879 -0.092 0.192



No. 10
This record from the OMol25 dataset describes C40H44ClF4InN8OSi2 as an isolated structure. The level of theory is ωB97M-V with the def2-TZVPD basis set.

Total charge = +2
HOMO energy = -13.019 eV
2S+1 = 1

Cartesian coordinates (Å):
In1 -1.695 -0.719 1.882
C1 0.108 -0.947 6.545
Si1 0.024 -0.732 4.699
C2 0.517 1.014 4.222
C3 1.199 -1.945 3.878
C4 -1.711 -1.088 3.999
C5 -1.941 -2.549 3.749
C6 -2.134 -3.519 4.729
C7 -2.362 -4.828 4.344
C8 -2.401 -5.161 2.993
C9 -2.197 -4.163 2.068
N1 -1.962 -2.896 2.440
Si2 -3.244 -0.218 4.751
C10 -3.592 -0.783 6.491
C11 -4.695 -0.674 3.658
C12 -2.952 1.626 4.703
H1 1.139 -0.814 6.879
H2 -0.208 -1.944 6.860
H3 -0.503 -0.214 7.073
H4 1.586 1.155 4.392
H5 -0.009 1.763 4.815
H6 0.319 1.245 3.169
H7 2.228 -1.719 4.167
H8 1.155 -1.916 2.785
H9 0.993 -2.972 4.188
H10 -2.109 -3.242 5.773
H11 -2.517 -5.591 5.095
H12 -2.591 -6.173 2.667
H13 -2.226 -4.358 1.004
H14 -3.787 -1.854 6.554
H15 -4.497 -0.278 6.841
H16 -2.792 -0.537 7.190
H17 -4.898 -1.748 3.685
H18 -4.571 -0.386 2.609
H19 -5.596 -0.169 4.012
H20 -2.233 1.947 5.458
H21 -3.892 2.142 4.913
H22 -2.600 1.981 3.731
F1 -3.156 3.626 -3.024
C13 -2.292 3.630 -2.023
C14 -1.127 4.364 -2.163
F2 -0.899 5.018 -3.297
C15 -0.140 4.350 -1.182
C16 -0.393 3.617 -0.033
C17 -1.539 2.876 0.095
F3 -1.691 2.175 1.245
C18 -2.512 2.811 -0.909
C19 -3.632 1.893 -0.789
C20 -3.335 0.697 -0.210
N2 -2.947 -0.308 0.263
C21 -4.930 2.121 -1.324
N3 -5.979 2.308 -1.755
F4 0.528 3.580 0.943
C22 1.267 4.803 -1.415
C23 1.977 3.827 -1.893
N4 2.472 2.777 -2.359
C24 1.789 6.093 -1.084
N5 2.207 7.126 -0.813
C25 0.721 -0.348 -3.817
C26 1.380 -1.732 -3.909
C27 0.375 -2.783 -3.412
C28 1.627 -2.011 -5.397
C29 2.729 -1.883 -3.128
O1 3.186 -3.232 -3.314
C30 3.936 -1.023 -3.575
C31 4.102 0.465 -3.229
C32 3.427 1.441 -4.166
C33 3.608 1.300 -5.544
C34 2.981 2.117 -6.463
C35 2.133 3.128 -6.021
Cl1 1.308 4.126 -7.148
C36 1.964 3.339 -4.668
C37 2.625 2.504 -3.777
C38 2.640 -1.924 -1.573
N6 1.698 -1.089 -0.822
C39 0.651 -1.535 -0.146
N7 0.115 -0.542 0.559
C40 0.931 0.513 0.294
N8 1.897 0.222 -0.538
H23 -0.315 -0.432 -4.148
H24 1.203 0.371 -4.475
H25 0.702 0.071 -2.809
H26 -0.456 -2.842 -4.115
H27 -0.062 -2.511 -2.451
H28 0.826 -3.771 -3.336
H29 0.686 -1.901 -5.938
H30 1.975 -3.029 -5.575
H31 2.332 -1.309 -5.843
H32 3.566 -3.330 -4.194
H33 4.072 -1.154 -4.649
H34 4.785 -1.537 -3.118
H35 5.175 0.666 -3.293
H36 3.853 0.628 -2.179
H37 4.268 0.523 -5.909
H38 3.142 1.978 -7.523
H39 1.325 4.145 -4.329
H40 2.738 2.021 -1.713
H41 3.627 -1.737 -1.150
H42 2.372 -2.947 -1.319
H43 0.307 -2.556 -0.174
H44 0.822 1.480 0.751



Number 1: total energy -197657.056 eV, maximum force 0.93 eV Å⁻¹. Number 2: total energy -33299.635 eV, maximum force 4.44 eV Å⁻¹. Number 3: total energy -29658.989 eV, maximum force 4.40 eV Å⁻¹. Number 4: total energy -63212.053 eV, maximum force 0.34 eV Å⁻¹. Number 5: total energy -10268.221 eV, maximum force 1.16 eV Å⁻¹. Number 6: total energy -55651.623 eV, maximum force 0.53 eV Å⁻¹. Number 7: total energy -7921.319 eV, maximum force 2.25 eV Å⁻¹. Number 8: total energy -5095.557 eV, maximum force 8.05 eV Å⁻¹. Number 9: total energy -107742.645 eV, maximum force 0.58 eV Å⁻¹. Number 10: total energy -100468.633 eV, maximum force 0.23 eV Å⁻¹.